[1]
Here is a cluster of 14 separate species, C78H138Cl6N11O5 in total in a non-equilibrium geometry from OMol25. Energies are from the ωB97M-V functional and the def2-TZVPD basis.

Structure (ORCA input):
```
! RIJCOSX wB97M-V def2-TZVPD def2/J DEFGRID3
* xyz 5 1
C 2.2096 -12.6290 6.5130
N 2.2786 -11.2054 6.3550
C 3.3905 -10.5496 6.8478
C 3.6315 -9.2543 6.6006
C 2.7606 -8.4464 5.8604
C 1.6073 -9.0736 5.4089
C 1.4251 -10.4501 5.6229
C 2.8892 -6.9475 5.8041
C 3.4554 -6.1730 6.8006
C 3.5408 -4.7825 6.6060
N 2.9237 -4.2118 5.5826
C 2.2244 -4.9797 4.6969
C 2.2107 -6.3420 4.7681
C 2.7715 -2.7547 5.4285
H 1.1814 -12.9825 6.4770
H 2.6618 -12.9134 7.4191
H 2.6976 -13.0364 5.6560
H 4.0878 -11.0911 7.4993
H 4.5007 -8.8684 7.1014
H 0.8591 -8.4374 4.9982
H 0.4680 -10.9661 5.2353
H 4.0091 -6.6044 7.6147
H 3.9874 -4.1337 7.3836
H 1.5575 -4.3992 4.0190
H 1.5777 -6.8602 3.9926
H 2.8735 -2.2134 6.3477
H 1.8038 -2.5864 5.0233
H 3.4735 -2.3449 4.7614
C -3.6603 -7.7670 2.9226
N -4.2240 -7.7619 1.5665
C -4.9886 -6.6365 1.2005
C -5.4335 -6.4947 -0.0715
C -5.1565 -7.4651 -1.0411
C -4.3357 -8.5366 -0.6911
C -3.9531 -8.7054 0.6373
C -5.6910 -7.3921 -2.4190
C -6.9813 -6.8651 -2.6369
C -7.5489 -7.0655 -3.8669
N -6.7983 -7.5837 -4.8827
C -5.4871 -7.8793 -4.7267
C -4.9187 -7.7831 -3.4712
C -7.5670 -7.8392 -6.1850
H -4.4116 -7.3946 3.6703
H -2.7545 -7.1887 2.9386
H -3.3770 -8.7929 3.1355
H -5.0481 -5.8910 2.0184
H -5.9581 -5.5210 -0.3422
H -4.1014 -9.2358 -1.5367
H -3.2921 -9.4885 0.9644
H -7.5468 -6.5641 -1.7971
H -8.5946 -6.9527 -4.0488
H -4.9614 -8.3523 -5.5866
H -3.8669 -7.9305 -3.4693
H -6.9246 -8.3342 -6.9296
H -7.9273 -6.8938 -6.5029
H -8.3946 -8.5130 -6.0049
C -0.0182 -5.0740 -0.8384
N -0.1140 -3.5830 -0.6885
C -1.2600 -2.9196 -0.7275
C -1.2267 -1.5250 -0.7438
C -0.1008 -0.7986 -0.9477
C 1.1096 -1.5249 -0.8527
C 1.0770 -2.8848 -0.6510
C -0.0758 0.6995 -1.1821
C -0.7724 1.2347 -2.2274
C -0.6722 2.6337 -2.4390
N 0.1790 3.4210 -1.6951
C 0.8075 2.8131 -0.6579
C 0.6693 1.4785 -0.3383
C 0.0350 4.8674 -1.9887
H -0.8828 -5.3901 -1.4584
H -0.2236 -5.5062 0.0775
H 0.9635 -5.4538 -1.1468
H -2.1850 -3.3828 -0.7342
H -2.1447 -0.8928 -0.7803
H 2.0269 -1.0473 -0.9293
H 1.9738 -3.5022 -0.6190
H -1.3222 0.6567 -2.9695
H -1.1643 3.1402 -3.2491
H 1.5054 3.2940 -0.0041
H 1.2619 0.9857 0.4639
H -0.2845 4.9369 -3.0180
H 0.9157 5.4370 -1.7901
H -0.8561 5.3108 -1.4699
C 6.8822 3.3405 -2.7307
C 5.3958 2.9084 -2.8166
N 5.0997 1.5812 -3.5134
C 5.5307 1.7087 -4.9310
C 5.9155 0.4682 -2.8544
C 5.5766 0.1521 -1.4348
C 3.6140 1.2739 -3.3644
C 2.6181 1.9755 -4.2886
O 2.5671 3.3901 -4.1430
C 1.8061 4.1219 -5.0596
H 7.4571 2.5601 -2.2200
H 7.0077 4.1938 -2.0319
H 7.3680 3.7292 -3.5613
H 4.8344 3.7086 -3.2757
H 5.1253 2.7468 -1.7671
H 6.5633 2.0429 -4.9201
H 4.9041 2.4316 -5.4494
H 5.4067 0.7554 -5.3913
H 6.9772 0.6320 -3.0741
H 5.5701 -0.3635 -3.4647
H 4.5943 -0.3000 -1.4113
H 5.6264 0.9151 -0.6651
H 6.2966 -0.6639 -1.2287
H 3.3228 1.5542 -2.3483
H 3.4900 0.2111 -3.4699
H 1.6529 1.5185 -4.1324
H 2.8229 1.8258 -5.3582
H 1.8704 5.1320 -4.6616
H 0.7338 3.8072 -5.0657
H 2.2900 3.9745 -6.0380
C 4.1175 4.7116 2.0616
C 4.2270 3.7646 3.2014
N 3.1738 4.0748 4.3335
C 3.2809 5.4898 4.8728
C 1.8148 3.8914 3.7376
C 1.4364 2.4146 3.3819
C 3.4935 3.0173 5.4046
C 2.5914 2.9330 6.6728
O 2.8078 3.8850 7.6603
C 4.0192 3.5710 8.3887
H 3.8509 5.7376 2.4171
H 3.4285 4.3459 1.3162
H 5.0217 4.9027 1.5867
H 5.2017 3.8162 3.7376
H 4.1761 2.7507 2.9451
H 3.0761 6.1685 4.0854
H 4.3165 5.5165 5.2549
H 2.5384 5.6474 5.6861
H 1.9033 4.3342 2.7984
H 1.1185 4.3786 4.4342
H 0.4322 2.5107 2.9567
H 1.4576 1.7925 4.2208
H 2.0685 2.0512 2.5431
H 4.5347 3.2642 5.5752
H 3.3666 2.0656 4.8410
H 2.7561 1.9539 7.0115
H 1.5312 2.9353 6.3367
H 4.9575 3.3941 7.7922
H 3.8313 2.5760 8.8821
H 4.0756 4.3469 9.1691
C 0.7867 5.3686 10.8819
C -0.6874 5.2573 10.4730
N -0.9956 4.7341 9.0312
C -2.5051 4.7656 8.8946
C -0.3603 5.6023 8.0138
C -0.7483 7.0568 8.0096
C -0.3295 3.3198 8.9043
C -0.9852 2.4374 7.8380
O -1.2301 3.1381 6.7057
C -1.9167 2.4156 5.6473
H 1.2588 6.1677 10.3046
H 1.2835 4.4547 10.7166
H 0.7360 5.5545 11.9947
H -1.0861 6.2766 10.5149
H -1.1726 4.6441 11.1991
H -2.9747 3.9919 9.4837
H -2.8068 4.5446 7.8560
H -2.8299 5.7588 9.2777
H -0.6474 5.1376 7.0925
H 0.6964 5.4318 8.2654
H -0.3321 7.5333 7.0898
H -0.5351 7.4954 8.9510
H -1.7992 7.1333 7.8374
H -0.4903 2.8029 9.8864
H 0.7288 3.3888 8.7066
H -1.9814 2.2048 8.3713
H -0.4108 1.5292 7.6915
H -2.2272 3.0738 4.7993
H -2.8977 2.0873 6.0601
H -1.2933 1.5733 5.3282
C 2.2765 -2.2702 -7.6094
C 0.8078 -2.6938 -7.5401
C 0.4331 -3.7911 -8.4661
C -0.8930 -4.4907 -8.1525
C -0.8087 -5.1904 -6.7181
C -0.4849 -4.1481 -5.6266
N 0.5567 -3.1943 -6.0942
O 1.4093 -2.9019 -5.2391
C -0.0339 -4.7884 -4.3031
C -1.7752 -3.3106 -5.3755
C -0.1367 -1.5027 -7.7364
H 2.3690 -1.3711 -7.0890
H 2.4838 -2.1720 -8.6984
H 2.9223 -3.0074 -7.2060
H 1.2746 -4.4923 -8.5342
H 0.2472 -3.2634 -9.4468
H -1.1778 -5.3186 -8.8147
H -1.6870 -3.6988 -8.3095
H -0.0499 -5.9290 -6.8207
H -1.7142 -5.7341 -6.4751
H 0.8549 -5.3474 -4.5183
H -0.7292 -5.5199 -3.9438
H 0.1243 -3.9935 -3.5582
H -2.6033 -3.9949 -5.0902
H -2.1677 -2.6487 -6.1487
H -1.6244 -2.5648 -4.4913
H 0.1579 -0.8980 -8.6857
H -0.1648 -0.9493 -6.8438
H -1.1506 -1.8783 -7.9341
C -2.8720 8.3840 -4.5404
C -4.2831 8.3689 -4.9982
C -4.6889 9.6446 -5.7785
C -4.0577 9.6140 -7.1682
C -4.5809 8.4829 -8.0334
C -4.2882 7.0686 -7.4851
N -4.4395 7.1138 -6.0112
O -5.0269 6.0946 -5.4684
C -2.7883 6.7316 -7.6651
C -5.2634 6.0681 -8.1174
C -5.2813 8.1980 -3.7507
H -2.8423 9.1889 -3.8332
H -2.1084 8.5627 -5.2628
H -2.7993 7.4510 -3.9488
H -4.3157 10.4695 -5.1503
H -5.7597 9.6951 -5.8645
H -2.9625 9.6631 -7.0997
H -4.3195 10.5657 -7.6724
H -4.2361 8.3903 -9.0399
H -5.6412 8.6845 -8.1813
H -2.1810 7.5181 -7.2117
H -2.5111 6.6031 -8.6793
H -2.5401 5.8231 -7.0885
H -5.2472 6.2904 -9.1557
H -6.3518 5.9483 -7.8122
H -4.8766 5.0924 -7.9581
H -5.2870 9.1869 -3.2011
H -4.9592 7.4952 -3.0164
H -6.2988 8.0000 -4.1272
Cl 3.5362 1.6789 0.5295
Cl -0.1725 -7.2103 2.5529
Cl 1.0197 -0.0781 6.1588
Cl 0.8160 -0.9072 -4.0728
Cl -3.0577 -5.7480 -2.1929
Cl -2.1992 5.1182 -4.3087
*
```

Orbital gap in eV: 5.42
LUMO level in eV: -9.39
E_HOMO in eV: -14.81
Energy in eV: -184837.6433

Atomic partial charges in e from the Löwdin method, atoms 1 to 6:
1. C 0.03
2. N -0.08
3. C 0.02
4. C 0.02
5. C -0.09
6. C 0.05

[2]
Here is a structure of composition C4H9N3O in a non-equilibrium geometry from OMol25. Energies are from the ωB97M-V functional and the def2-TZVPD basis.

Structure (ORCA input):
```
! RIJCOSX wB97M-V def2-TZVPD def2/J DEFGRID3
* xyz 0 1
C 0.4005 -1.5564 0.3753
C -0.8150 -0.3946 -0.5605
C -0.6203 0.8308 0.0240
N -1.4835 1.9271 -0.1524
N 1.8054 0.9333 0.2877
C 0.5520 0.8646 0.8301
O 1.1978 -2.0367 -0.6638
N -1.3878 -1.0640 -1.4581
H 0.6080 -2.1067 -1.4374
H -2.4281 1.8154 0.1883
H -1.0924 2.8322 0.0591
H -2.3922 -0.9406 -1.5601
H 1.9225 0.4474 -0.5941
H 2.5873 0.8173 0.9172
H 1.0441 -1.4250 1.2443
H -0.4028 -2.2402 0.6683
H 0.5046 1.2957 1.8321
*
```

Orbital gap (spin up / spin down) in eV: 7.48 / 7.49
LUMO level (spin up / spin down) in eV: 0.15 / 0.16
E_HOMO (spin up / spin down) in eV: -7.33 / -7.33
Energy in eV: -10807.2703

Atomic partial charges in e from the Löwdin method, atoms 1 to 6:
1. C -0.20
2. C -0.29
3. C -0.36
4. N 0.10
5. N 0.12
6. C -0.13

[3]
Here is a cluster of 2 separate species, C3H3NO2S in total in a non-equilibrium geometry from OMol25. Energies are from the ωB97M-V functional and the def2-TZVPD basis.

Structure (ORCA input):
```
! RIJCOSX wB97M-V def2-TZVPD def2/J DEFGRID3
* xyz 0 1
C -1.3221 1.9775 -0.4547
C 0.7006 -1.1191 0.1040
C -0.2961 -1.8053 0.5891
N -0.4104 1.3620 0.1017
O -2.3331 2.3692 -0.9471
O 2.4066 0.6136 -0.6134
S 2.0549 -0.7958 -0.6609
H -0.1314 -2.3391 1.5339
H -1.1742 -1.9737 0.1748
H 0.5052 1.7107 0.1725
*
```

Orbital gap in eV: 9.54
LUMO level in eV: -0.05
E_HOMO in eV: -9.60
Energy in eV: -19576.8269

Atomic partial charges in e from the Löwdin method, atoms 1 to 6:
1. C -0.33
2. C -0.44
3. C 0.00
4. N 0.17
5. O 0.13
6. O -0.59

[4]
Here is a structure of composition C13H23BN8O2SV from OMol25. Energies are from the ωB97M-V functional and the def2-TZVPD basis.

Structure (ORCA input):
```
! RIJCOSX wB97M-V def2-TZVPD def2/J DEFGRID3
* xyz 0 4
V 0.2403 -0.7214 -0.1118
B -2.1620 0.7287 0.0152
N -2.4281 -0.4527 0.9707
C -3.4916 -0.8673 1.6745
C -3.1735 -2.0737 2.2690
C -1.8602 -2.3310 1.8587
N -1.4259 -1.3486 1.0811
N -2.1656 0.2118 -1.4462
C -2.9352 0.4614 -2.5144
C -2.4305 -0.2533 -3.5873
C -1.3203 -0.9296 -3.0649
N -1.1736 -0.6372 -1.7787
H -2.9374 1.6337 0.1664
H -0.9881 1.0731 0.2440
H -4.3935 -0.2791 1.7058
H -3.7974 -2.6764 2.9048
H -1.2175 -3.1680 2.0788
H -3.7854 1.1189 -2.4375
H -2.8188 -0.2948 -4.5897
H -0.6281 -1.6025 -3.5445
C 3.3951 -1.1607 2.9084
C 2.3597 -1.2966 1.8365
N 1.4649 -0.3931 1.5903
O 1.5658 0.7896 2.3588
C 2.3179 -2.4755 1.0019
C 3.2062 -3.6663 1.1441
N 1.4028 -2.4443 0.0455
O 1.2704 -3.4285 -0.7356
H 3.2922 -0.2238 3.4439
H 4.3908 -1.2181 2.4668
H 3.3045 -1.9890 3.6122
H 0.6407 1.0262 2.4973
H 3.8826 -3.5752 1.9914
H 3.7955 -3.8136 0.2356
H 2.6062 -4.5713 1.2637
C 0.5589 3.6368 0.2384
N 1.4168 2.6452 -0.4008
C 1.1373 1.8637 -1.4558
S 1.9980 0.3919 -1.6487
N 0.2176 2.1972 -2.3617
C -0.4953 3.4510 -2.5403
H 0.8541 3.6903 1.2839
H -0.4861 3.3348 0.2002
H 0.6737 4.6290 -0.1950
H 2.1155 2.2253 0.1937
H 0.0412 1.4640 -3.0322
H 0.1664 4.2970 -2.3698
H -1.3692 3.5297 -1.8930
H -0.8318 3.4923 -3.5734
*
```

Orbital gap (spin up / spin down) in eV: 7.30 / 7.57
LUMO level (spin up / spin down) in eV: 0.39 / 0.37
E_HOMO (spin up / spin down) in eV: -6.91 / -7.20
Energy in eV: -67069.5435

Atomic partial charges in e from the Löwdin method, atoms 1 to 6:
1. V 0.60
2. B -0.44
3. N -0.08
4. C -0.08
5. C -0.06
6. C -0.12